# 1
Entry from the Open Molecules 2025 dataset: a molecular structure, C15H30F10Li3N5O35S10 at a distorted geometry (ωB97M-V/def2-TZVPD).

Atoms and positions in Å:
Li 10.4206 -22.6579 3.6001
Li 11.0424 -20.3563 2.9135
Li 10.8198 -25.5789 2.1095
N 10.3421 -24.6918 3.7122
S 8.7475 -24.9379 4.3076
O 8.0086 -23.7421 4.6674
O 8.3447 -26.1057 5.0011
F 8.1880 -25.2010 2.7725
S 11.0122 -25.4138 4.8589
O 11.2448 -26.8688 4.7391
O 10.9487 -24.8538 6.1915
F 12.4244 -24.9406 4.2665
N 8.7012 -24.4930 9.2541
S 8.6598 -23.9607 10.8918
O 7.4679 -24.3803 11.6451
O 9.3113 -22.7868 11.3400
F 9.6716 -25.1478 11.3590
S 7.6676 -23.4970 8.8534
O 7.8253 -22.0683 8.9152
O 6.3637 -24.0938 8.7168
F 8.1496 -23.6130 7.3754
N 8.1764 -16.7593 2.8699
S 9.0739 -16.9709 4.3553
O 10.4456 -17.4401 4.2438
O 8.2367 -17.3021 5.4942
F 9.3195 -15.4730 4.5571
S 8.0209 -18.2832 2.7997
O 6.8484 -18.7212 3.5751
O 9.2233 -19.1051 2.6044
F 7.5442 -18.1953 1.2570
N 11.0954 -21.0203 4.7302
S 10.3409 -20.9115 6.0457
O 10.1742 -19.6513 6.8157
O 10.1991 -22.1731 6.8011
F 8.8750 -20.8961 5.2002
S 12.5903 -20.9795 5.5860
O 13.1553 -22.3193 5.8411
O 12.8295 -19.8306 6.5238
F 13.4439 -20.5055 4.2797
N 10.5425 -21.9133 1.7904
S 9.5643 -21.9849 0.6952
O 8.9874 -23.2651 0.3060
O 9.7189 -20.9529 -0.3686
F 8.2177 -21.4186 1.5385
S 11.7913 -22.5313 0.7837
O 12.1343 -21.9389 -0.5183
O 11.7834 -23.9819 0.8879
F 13.0462 -22.1704 1.6437
C 5.2374 -25.7430 2.2238
O 5.1360 -24.3047 2.3246
C 5.2961 -23.5229 1.1773
O 5.2579 -24.0332 0.0884
O 5.4636 -22.2540 1.4334
C 5.3447 -21.7110 2.7624
H 5.4163 -26.2180 3.1885
H 5.8936 -26.1836 1.4733
H 4.2688 -26.0733 1.8486
H 4.5130 -22.2533 3.2122
H 5.1624 -20.6366 2.7858
H 6.1954 -21.8869 3.4208
C 15.7110 -23.7392 1.2154
O 16.5477 -24.3609 2.1668
C 17.6537 -24.7801 1.7342
O 18.0655 -24.9074 0.5743
O 18.3143 -24.9369 2.8344
C 19.7487 -25.0275 2.9408
H 15.8604 -22.6829 0.9918
H 14.7336 -23.6772 1.6939
H 15.5581 -24.3505 0.3260
H 20.0568 -25.6265 3.7977
H 20.2892 -24.0838 3.0150
H 20.1822 -25.4128 2.0179
C 11.6117 -18.4012 -0.9932
O 12.3329 -17.6325 -0.0541
C 12.5828 -18.0117 1.2326
O 12.0350 -18.9819 1.8315
O 13.4236 -17.0690 1.7846
C 14.0579 -17.2530 3.0927
H 11.0435 -19.1637 -0.4604
H 12.2912 -18.9751 -1.6233
H 10.9538 -17.7922 -1.6133
H 14.7670 -18.0803 3.0642
H 13.3790 -17.3146 3.9432
H 14.5799 -16.3360 3.3661
C 12.1037 -29.9468 1.6382
O 13.2906 -29.1922 1.6429
C 13.2294 -27.8357 1.9811
O 12.1537 -27.1165 2.1469
O 14.4793 -27.2363 2.1318
C 15.7392 -27.8818 1.9525
H 11.4632 -29.5522 2.4270
H 12.3535 -31.0042 1.7256
H 11.7003 -29.9978 0.6269
H 15.8237 -28.2508 0.9304
H 16.0596 -28.6100 2.6977
H 16.5447 -27.1794 2.1670
C 12.4855 -25.4012 11.8080
O 13.4353 -25.5325 10.7830
C 13.1814 -25.0225 9.6271
O 12.1046 -24.5183 9.2806
O 14.1191 -25.3053 8.7315
C 13.9419 -24.9781 7.2959
H 12.0471 -24.4039 11.7709
H 13.0675 -25.4935 12.7250
H 11.6949 -26.1509 11.8390
H 14.9473 -24.9976 6.8754
H 13.4820 -23.9909 7.2498
H 13.4419 -25.7071 6.6583

## Properties
2S+1: 1
Charge: -2
LUMO energy, eV: 2.514
Energy above the lowest of the compared OMol25 structures with the same formula, charge and spin, kJ/mol: 1012.3
HOMO level, eV: -4.198

---

# 2
Entry from the Open Molecules 2025 dataset: a molecular structure, C15H30F5MoNO2P2Te at a distorted geometry (ωB97M-V/def2-TZVPD).

Atoms and positions in Å:
Mo -0.0831 -0.0081 -0.1364
P -1.8359 -0.5904 -1.6314
P 1.8051 1.0842 1.6947
N 0.5034 -1.6795 0.2180
H 0.8813 0.4343 -1.4527
C -1.5136 -0.6135 -3.4432
H -2.4124 -0.9761 -3.9693
H -0.6695 -1.2922 -3.6387
H -1.2575 0.3995 -3.7887
C -3.3975 0.3541 -1.4724
H -4.1220 -0.0168 -2.2147
H -3.2075 1.4282 -1.6159
H -3.7864 0.1984 -0.4563
C -2.3551 -2.3104 -1.2948
H -3.1929 -2.5705 -1.9594
H -2.6755 -2.3926 -0.2473
H -1.5115 -2.9927 -1.4689
C 3.5391 1.4617 1.0438
H 4.1318 1.7162 1.9306
H 3.4778 2.3108 0.3417
H 3.7733 0.5679 0.4386
C 1.1076 2.2458 2.8192
H 1.9723 2.5587 3.4247
H 0.2512 1.8384 3.3748
H 0.6628 3.1141 2.2923
C 2.0999 -0.3386 2.7232
H 2.8245 0.0017 3.4926
H 2.5382 -1.2386 2.2661
H 1.2305 -0.6763 3.3089
C 0.6544 -2.9551 0.5400
C 1.6964 -5.1566 0.0703
C 1.4933 -3.8174 -0.2488
C 0.0103 -3.5812 1.6713
C 0.2185 -4.9251 1.9925
C 1.0616 -5.7179 1.1943
H 2.3569 -5.7746 -0.5599
H 1.9754 -3.3501 -1.1124
H -0.6454 -2.9579 2.2884
H -0.2745 -5.3713 2.8737
H 1.2259 -6.7671 1.4408
C -1.1149 3.0773 -0.7986
O -1.4282 2.1038 0.0016
C -0.6895 2.8732 -2.2150
H -0.3649 3.8259 -2.7013
H -1.5799 2.4967 -2.7740
H 0.1738 2.1811 -2.3865
C -1.4154 4.4553 -0.3324
H -0.6381 5.2259 -0.5748
H -1.5708 4.3692 0.7530
H -2.3154 4.7914 -0.8870
F 1.2954 4.7888 -1.4869
Te 1.8023 4.7989 0.4657
F 0.1100 4.8622 1.7340
F 3.6467 4.9774 -0.1716
F 2.8062 4.7381 2.2420
F 1.6188 6.7366 0.4013
O 1.4224 1.5292 0.1601

## Properties
2S+1: 3
<S²>: 2.041
Charge: 0
LUMO energy (alpha / beta), eV: -1.153 / -1.226
Energy above the lowest of the compared OMol25 structures with the same formula, charge and spin, kJ/mol: 50.4
HOMO level (alpha / beta), eV: -7.288 / -8.620

---

Number 1: DFT total energy -231290.2420 eV. Number 2: DFT total energy -62939.2754 eV.